DFT (the ωB97M-V functional and the def2-TZVPD basis) results for a structure of composition C19H53Br6N11O12P2.

- HOMO energy (eV) = -8.6
- DFT total energy (Ha) = -18387.32284
- frontier orbital gap (eV) = 8.38
- relative energy (zero: lowest compared OMol25 entry of this formula, charge and spin) (eV) = 0.000
- charge = 0

Atoms and positions in Å:
C 2.111248 5.288741 0.523248
N 1.097571 6.254790 0.028244
O -0.039298 6.190335 0.466242
O 1.477995 7.041495 -0.817530
H 1.810360 4.241194 0.517477
H 2.362774 5.527414 1.549895
H 2.856787 5.352895 -0.265638
C -2.499403 4.912596 3.013865
N -1.845239 3.815840 2.261095
O -1.300465 2.942029 2.903798
O -2.028853 3.779310 1.063006
H -3.157791 4.443072 3.739292
H -3.058056 5.528825 2.320809
H -1.773807 5.523147 3.543096
C 3.480182 2.790073 -2.248099
N 4.419533 2.238998 -3.254668
O 4.821450 3.004633 -4.104162
O 4.816220 1.100930 -3.103734
H 2.550168 2.229040 -2.167651
H 3.226197 3.827778 -2.420462
H 4.014044 2.675282 -1.303051
C -0.611677 0.338983 1.091676
N 0.378965 1.195951 0.390869
O 0.707520 2.216090 0.956212
O 0.699983 0.899181 -0.744011
H -0.329144 0.292862 2.137607
H -0.596501 -0.642203 0.632819
H -1.571530 0.843491 1.023852
C -2.192072 2.114407 -2.401105
N -1.185922 1.949617 -3.497812
O -0.244209 2.704060 -3.488709
O -1.311979 0.992486 -4.242823
H -2.408369 3.180718 -2.369404
H -1.660304 1.840895 -1.498306
H -3.085493 1.563992 -2.662645
O -5.101301 -2.461344 -0.114772
P -4.980406 -2.685416 -1.570480
N -5.281213 -4.236871 -2.048357
C -4.977057 -5.288376 -1.107499
C -5.208196 -4.623872 -3.444490
N -3.445850 -2.254501 -2.081221
C -3.103369 -1.850259 -3.439710
C -2.327347 -2.332682 -1.173878
N -5.971635 -1.767662 -2.504141
C -7.320061 -2.211028 -2.825807
C -5.827067 -0.318146 -2.382057
H -3.894332 -5.391504 -0.928822
H -5.359100 -6.252603 -1.440762
H -5.420637 -5.081800 -0.131600
H -4.168809 -4.847692 -3.735648
H -5.580938 -3.851345 -4.109153
H -5.758265 -5.555752 -3.582329
H -3.989332 -1.534486 -3.992189
H -2.405037 -1.013398 -3.414835
H -2.715891 -2.690008 -4.029434
H -1.464780 -2.788761 -1.663414
H -2.044585 -1.325694 -0.827274
H -2.605989 -2.886144 -0.276646
H -7.866143 -1.459248 -3.387288
H -7.292844 -3.100218 -3.461366
H -7.855573 -2.522118 -1.923112
H -6.574146 0.098137 -1.695259
H -5.994545 0.170988 -3.346318
H -4.836232 -0.079837 -2.000970
O 5.816500 -0.305407 3.868571
P 5.299764 0.086573 2.549997
N 4.697107 1.621938 2.346342
C 3.742703 2.062335 3.357014
C 5.585748 2.661941 1.832675
N 4.016620 -0.832003 2.108736
C 3.835251 -2.134981 2.708348
C 2.957505 -0.372196 1.257566
N 6.425087 -0.113098 1.355388
C 6.015685 -0.455087 0.005614
C 7.833117 0.172098 1.613966
H 4.025804 3.010780 3.819843
H 3.643646 1.296940 4.125863
H 2.760565 2.265042 2.907339
H 5.039133 3.602194 1.759522
H 5.880596 2.428744 0.805872
H 6.488313 2.786773 2.434764
H 3.779259 -2.880765 1.900915
H 4.596616 -2.362639 3.442100
H 2.845208 -2.223454 3.182232
H 2.188786 0.187230 1.814450
H 3.293527 0.191550 0.390505
H 2.409121 -1.238807 0.861482
H 5.482382 0.343649 -0.523674
H 6.874492 -0.689617 -0.623899
H 5.410422 -1.363021 0.026910
H 8.436028 -0.045913 0.736456
H 8.181730 -0.412344 2.464497
H 8.002092 1.232208 1.836032
C -0.213635 -4.267600 1.017200
Br -1.341036 -5.716968 0.446694
Br 1.192107 -3.924900 -0.236170
Br 0.461798 -4.543468 2.777175
H -0.865490 -3.404482 1.034390
C -3.178404 -2.884415 3.988963
Br -3.738177 -3.862512 2.430875
Br -1.863024 -1.558228 3.521966
Br -2.525679 -4.049666 5.367013
H -4.051452 -2.365741 4.351960

Cartesian forces, eV/Å:
C 0.4 -0.7 -0.8
N -0.8 -0.3 -0.1
O 0.4 0.1 0.1
O -0.2 -0.1 0.3
H -0.9 0.3 0.0
H 0.4 0.4 -0.1
H 0.7 0.3 0.8
C -0.2 0.5 0.2
N -0.7 -0.5 0.0
O 0.2 0.2 0.1
O 0.2 0.0 -0.2
H 0.0 -0.1 0.0
H 0.0 -0.1 -0.1
H 0.3 -0.2 -0.1
C -0.4 -0.2 1.0
N 0.3 0.4 -0.1
O -0.1 0.0 -0.2
O -0.4 0.0 0.1
H 0.2 -0.4 -0.3
H 0.4 0.1 -0.4
H -0.1 0.1 0.0
C 0.3 -0.2 0.2
N -0.6 0.6 -0.2
O 0.5 -0.1 0.0
O 0.1 -0.2 0.0
H 0.1 0.1 0.0
H -0.1 0.0 -0.1
H 0.0 0.0 -0.1
C 0.1 0.9 -0.7
N 0.1 -1.0 0.3
O 0.1 0.4 -0.2
O -0.1 0.4 0.0
H 0.0 0.0 0.1
H -0.3 -0.3 0.1
H 0.1 -0.4 0.2
O 0.1 -0.6 0.0
P 0.8 0.6 0.2
N -1.0 0.0 -0.1
C 0.4 -0.2 0.8
C 0.9 -0.4 0.1
N -0.5 0.2 -0.4
C -0.5 -0.3 -0.1
C 0.0 0.4 0.4
N -0.2 0.5 -0.9
C 0.0 -1.0 0.1
C -0.4 0.0 0.1
H -0.1 -0.1 -0.2
H -0.1 0.1 -0.2
H -0.1 0.1 -0.1
H -0.1 0.1 -0.1
H -0.1 0.0 0.0
H -0.2 0.1 -0.1
H -0.1 0.1 0.2
H 0.1 -0.1 -0.1
H 0.4 0.1 0.1
H 0.0 -0.1 0.1
H 0.1 -0.1 -0.2
H 0.0 -0.1 -0.1
H 0.0 0.3 0.2
H 0.0 0.1 0.0
H -0.3 0.3 -0.1
H 0.1 -0.1 0.1
H 0.2 -0.1 -0.1
H 0.0 0.1 -0.1
O 0.3 0.3 0.4
P 0.2 -0.5 -0.4
N 0.3 0.6 0.1
C -0.5 0.2 -0.2
C -0.2 -0.2 -0.5
N -0.1 0.1 0.3
C -1.0 -0.5 -0.6
C -1.0 -0.5 -0.2
N 0.5 0.1 -0.3
C 0.0 -0.2 -0.3
C -0.1 0.3 0.3
H 0.4 -0.2 0.1
H -0.1 0.1 0.1
H 0.0 -0.2 0.0
H 0.0 0.1 0.2
H 0.1 -0.1 0.1
H 0.0 0.2 0.1
H 0.4 -0.1 0.2
H 0.2 0.0 -0.1
H 0.2 0.3 0.2
H 0.3 0.2 -0.1
H 0.1 0.2 0.1
H 0.3 0.0 0.0
H -0.1 0.0 0.1
H 0.2 0.1 0.2
H -0.2 0.2 -0.1
H -0.1 -0.2 0.0
H 0.1 0.0 0.0
H 0.0 0.0 0.1
C -0.3 0.0 -0.1
Br 0.2 -0.2 -0.1
Br 0.1 0.1 -0.1
Br 0.1 -0.1 0.2
H 0.1 0.1 0.1
C 0.0 -0.3 -0.2
Br 0.0 0.1 0.1
Br 0.0 0.1 0.1
Br -0.1 0.0 0.1
H 0.0 0.1 0.1